C18H54O9 | ωB97M-V/def2-TZVPD

```
81
Properties=species:S:1:pos:R:3
C 1.499 3.056 -2.650
C 0.610 4.165 -3.098
O 1.053 5.094 -4.024
H 1.312 2.954 -1.581
H 2.553 3.304 -2.776
H 1.311 2.060 -3.051
H 0.355 4.814 -2.260
H -0.247 3.645 -3.525
H 0.257 5.441 -4.434
C 0.272 0.525 -5.713
C -0.793 0.127 -4.711
O -0.265 -0.830 -3.701
H -0.255 1.046 -6.512
H 0.559 -0.416 -6.182
H 1.069 1.000 -5.141
H -1.636 -0.171 -5.335
H -1.039 1.031 -4.153
H -0.898 -1.552 -3.698
C 4.554 3.507 3.481
C 3.366 2.612 3.930
O 3.731 1.868 5.069
H 4.219 4.321 2.839
H 5.206 2.936 2.821
H 5.138 3.830 4.343
H 3.261 1.825 3.183
H 2.497 3.259 4.046
H 2.938 1.428 5.382
C -3.079 1.094 4.521
C -2.539 1.105 5.966
O -1.427 1.985 6.093
H -2.401 0.605 3.821
H -3.403 2.059 4.131
H -3.963 0.476 4.368
H -2.248 0.081 6.198
H -3.299 1.491 6.645
H -1.675 2.895 5.911
C -1.955 -3.227 1.779
C -2.972 -4.302 1.893
O -2.309 -5.428 1.333
H -1.047 -3.548 2.291
H -2.166 -2.455 2.519
H -1.788 -2.851 0.770
H -3.845 -4.109 1.270
H -3.231 -4.425 2.945
H -3.029 -6.058 1.262
C -0.097 -4.680 -3.300
C -0.951 -4.699 -2.057
O -2.314 -4.580 -2.362
H -0.295 -5.458 -4.038
H 0.901 -4.930 -2.940
H -0.146 -3.712 -3.798
H -0.690 -3.699 -1.709
H -0.741 -5.445 -1.291
H -2.878 -4.575 -1.585
C 4.419 0.181 -0.700
C 5.355 0.630 -1.723
O 4.627 1.302 -2.722
H 4.907 -0.327 0.132
H 3.603 -0.445 -1.060
H 3.836 1.013 -0.303
H 5.980 -0.226 -1.977
H 6.143 1.258 -1.307
H 5.082 2.139 -2.842
C -3.637 0.261 -0.856
C -3.485 -0.050 0.683
O -4.735 -0.309 1.292
H -3.081 1.166 -1.101
H -4.661 0.265 -1.229
H -3.034 -0.536 -1.290
H -3.057 0.772 1.257
H -2.853 -0.915 0.884
H -4.611 -0.415 2.238
C 0.359 -0.073 1.825
C 0.196 0.297 0.367
O -0.239 -0.935 -0.238
H 1.103 -0.852 1.995
H -0.572 -0.289 2.348
H 0.776 0.814 2.302
H 1.103 0.558 -0.178
H -0.536 1.086 0.191
H -0.025 -0.854 -1.170
```

For the frontier orbital gap (alpha / beta), the calculation gives 9.546 / 2.194 eV. Its energy above the lowest of the compared OMol25 structures with the same formula, charge and spin is 385.83 kJ/mol. The value obtained for the total energy is -1394.79485 Eh. The expectation value of S² is 0.755. As for the HOMO energy (alpha / beta): -11.872 / -11.872 eV. The LUMO energy (alpha / beta) is -2.3 / -9.7 eV. As for the net charge: +1. Its spin multiplicity is 2.

---

C18H55BN2O12 | ωB97M-V/def2-TZVPD

```
88
Properties=species:S:1:pos:R:3
C 0.465 -0.815 1.370
C 0.975 -1.074 0.084
C 1.529 -1.460 -1.423
O 1.543 -2.912 -1.673
C 1.381 -3.213 -3.109
C 0.230 -4.389 -3.403
C -1.141 -4.194 -2.526
C -1.606 -2.641 -2.288
C -3.242 -2.586 -2.481
N -3.700 -1.655 -3.588
O 0.004 -4.613 -4.853
C -0.763 -3.515 -5.461
B 3.087 -0.891 -1.642
N 3.172 0.553 -2.188
O 4.262 -1.742 -1.349
H -0.243 -0.740 2.324
H 0.848 -0.851 -2.182
H 2.408 -3.718 -3.451
H 1.250 -2.269 -3.789
H 0.735 -5.396 -3.008
H -0.907 -4.640 -1.443
H -1.958 -4.888 -3.006
H -1.046 -1.848 -2.948
H -1.402 -2.354 -1.149
H -3.727 -3.645 -2.723
H -3.708 -2.182 -1.476
H -3.472 -0.679 -3.298
H -3.230 -1.917 -4.485
H -0.527 -3.441 -6.627
H -1.946 -3.662 -5.387
H -0.543 -2.451 -5.015
H 3.132 0.408 -3.237
H 2.253 1.044 -1.975
H 5.046 -1.103 -1.233
C -1.002 0.248 5.419
O -1.366 -0.417 4.223
H 0.023 0.613 5.325
H -1.673 1.095 5.584
H -1.064 -0.449 6.258
H -2.280 -0.729 4.336
C -1.190 1.605 -2.575
O -2.297 0.732 -2.446
H -0.422 1.119 -3.180
H -1.508 2.528 -3.066
H -0.783 1.828 -1.585
H -2.961 1.190 -1.904
C -0.380 -8.169 -2.485
O 0.695 -7.276 -2.256
H -1.299 -7.594 -2.611
H -0.187 -8.748 -3.392
H -0.487 -8.839 -1.628
H 1.497 -7.816 -2.148
C 2.966 2.016 0.830
O 2.135 2.084 1.974
H 3.814 2.691 0.967
H 3.333 0.994 0.706
H 2.399 2.321 -0.052
H 1.392 1.475 1.824
C 2.519 5.684 3.321
O 1.485 4.781 3.668
H 2.091 6.680 3.191
H 3.264 5.711 4.120
H 2.984 5.364 2.385
H 1.895 3.906 3.777
C -4.880 -2.991 3.571
O -3.805 -2.098 3.799
H -5.799 -2.416 3.444
H -4.687 -3.570 2.664
H -4.987 -3.661 4.427
H -3.003 -2.638 3.907
C -3.729 3.240 6.246
O -2.874 2.430 7.034
H -3.434 3.152 5.198
H -4.761 2.901 6.362
H -3.638 4.282 6.562
H -3.160 2.528 7.958
C 0.114 5.024 -3.109
O 0.537 4.079 -2.144
H -0.574 4.538 -3.805
H -0.400 5.850 -2.610
H 0.981 5.399 -3.658
H 1.145 4.539 -1.541
C 5.892 7.060 2.638
O 4.729 7.866 2.592
H 5.595 6.009 2.663
H 6.499 7.244 1.749
H 6.464 7.296 3.539
H 5.024 8.792 2.571
```

For the frontier orbital gap, the calculation gives 8.778 eV. Its energy above the lowest of the compared OMol25 structures with the same formula, charge and spin is 555.10 kJ/mol. The value obtained for the total energy is -1755.63960 Eh. The structure (SMILES) is C#C[C@H](OC[C@@H](CCCN)OC)B(N)O.CO.CO.CO.CO.CO.CO.CO.CO.CO. As for the HOMO energy: -8.361 eV. The LUMO energy is 0.4 eV.

---

C18H55N8O7 | ωB97M-V/def2-TZVPD

```
88
Properties=species:S:1:pos:R:3
O 0.333 -0.709 -0.041
H 0.972 -0.870 -0.739
H 0.551 0.095 0.436
H 0.054 -1.435 0.521
C -2.081 4.838 -2.215
O -1.149 4.028 -2.356
N -3.140 4.922 -3.009
N -2.178 5.643 -1.225
H -3.788 5.682 -2.861
H -3.087 4.460 -3.905
H -2.898 6.350 -1.180
H -1.411 5.466 -0.592
C -3.729 -5.309 2.944
O -3.097 -4.303 2.584
N -3.474 -5.890 4.049
N -4.448 -6.097 2.166
H -2.915 -5.307 4.655
H -3.595 -6.871 4.260
H -5.057 -6.717 2.681
H -4.802 -5.791 1.271
C 4.271 -4.583 -4.894
C 3.431 -4.278 -3.704
C 4.026 -5.091 -2.464
O 3.091 -4.748 -1.400
C 3.225 -5.497 -0.238
N 3.591 -2.941 -3.482
H 5.331 -4.399 -4.718
H 3.891 -4.065 -5.775
H 4.336 -5.634 -5.177
H 2.370 -4.456 -3.878
H 5.057 -4.768 -2.315
H 4.124 -6.150 -2.701
H 4.142 -5.187 0.262
H 3.264 -6.586 -0.254
H 2.450 -5.334 0.511
H 4.591 -2.860 -3.602
H 3.223 -2.544 -4.335
C -3.201 3.503 6.993
C -2.099 3.804 6.031
C -1.957 5.336 5.833
O -0.752 5.688 5.192
C -0.655 7.068 5.061
N -0.976 3.275 6.701
H -3.301 2.417 6.976
H -4.123 3.898 6.568
H -3.041 3.767 8.038
H -2.290 3.418 5.029
H -1.848 5.762 6.831
H -2.852 5.784 5.403
H 0.400 7.215 4.827
H -0.909 7.717 5.899
H -1.267 7.468 4.253
H -1.361 2.393 7.008
H -0.643 3.753 7.526
C 5.669 1.524 3.580
C 5.278 2.789 2.826
C 6.009 3.190 1.519
O 7.389 3.479 1.813
C 7.913 4.150 0.715
N 3.848 2.513 2.570
H 5.421 1.697 4.627
H 6.742 1.334 3.556
H 5.252 0.591 3.203
H 5.316 3.650 3.494
H 5.470 3.957 0.962
H 5.902 2.340 0.845
H 7.677 3.700 -0.250
H 8.997 4.098 0.817
H 7.573 5.186 0.709
H 3.427 3.420 2.428
H 3.490 2.208 3.463
C -4.533 -3.225 -7.212
C -4.850 -1.969 -6.414
C -4.727 -2.238 -4.893
O -5.235 -3.455 -4.438
C -6.620 -3.704 -4.588
N -3.916 -0.871 -6.775
H -3.521 -3.582 -7.025
H -4.570 -3.064 -8.290
H -5.150 -4.058 -6.876
H -5.886 -1.657 -6.540
H -5.004 -1.338 -4.343
H -3.682 -2.469 -4.688
H -7.150 -2.824 -4.222
H -6.897 -4.526 -3.928
H -6.950 -4.054 -5.566
H -4.295 -0.864 -7.711
H -2.984 -1.257 -6.823
```

For the frontier orbital gap, the calculation gives 6.324 eV. Its energy above the lowest of the compared OMol25 structures with the same formula, charge and spin is 658.88 kJ/mol. The value obtained for the total energy is -1683.07813 Eh. As for the HOMO energy: -10.507 eV. The LUMO energy is -4.2 eV. As for the net charge: +1.